Formula: C2H8OP2
Source: the Open Molecules 2025 dataset
Level of theory: ωB97M-V/def2-TZVPD

Computed properties:
Kohn-Sham gap (Eh): 0.2997

ORCA input file:
```
! RIJCOSX wB97M-V def2-TZVPD def2/J DEFGRID3
* xyz 0 1
C -0.99 -0.56 -1.15
P -0.50 0.51 0.26
P -0.91 2.48 -0.24
C 1.30 -0.05 0.57
O 1.35 -1.46 1.00
H -0.48 -1.53 -1.15
H -2.02 -0.89 -0.84
H -1.06 0.09 -2.04
H -1.15 -0.23 1.41
H -0.12 3.21 0.86
H 1.66 0.11 -0.46
H 1.87 0.35 1.46
H 1.03 -2.04 0.34
*
```

Here are the natural (NBO) charges for atoms 1 to 6, given in e: C -0.9611; P 0.8185; P -0.4246; C -0.3547; O -0.7230; H 0.2400

***

Formula: C34H59BBrF13O18S6
Source: the Open Molecules 2025 dataset
Level of theory: ωB97M-V/def2-TZVPD

Computed properties:
Kohn-Sham gap (Eh): 0.2502

ORCA input file:
```
! RIJCOSX wB97M-V def2-TZVPD def2/J DEFGRID3
* xyz 0 1
C 1.46 -1.86 2.23
C -0.07 -2.42 2.16
Br -0.86 -2.25 3.97
C -0.87 -1.33 1.22
C -0.68 -1.79 -0.30
C -1.72 -2.98 -0.60
O -3.10 -2.69 -0.23
B -3.64 -3.72 0.65
O -4.53 -4.69 0.02
O -3.33 -3.70 2.05
C -1.74 -3.52 -2.12
S -1.00 -2.32 -3.32
O -2.07 -1.81 -4.28
O -0.06 -3.14 -4.20
O -0.07 -1.12 -2.64
C -0.66 -0.61 -1.38
C 0.36 0.59 -0.95
C 0.64 1.64 -2.13
C 2.19 1.95 -2.40
C 2.97 2.63 -1.18
C 4.49 3.00 -1.40
C 5.35 3.65 -0.26
C 4.75 3.96 1.17
C 3.23 3.61 1.37
C 2.38 2.97 0.20
C -2.10 0.03 -1.71
C -2.58 1.18 -0.68
C -4.17 1.10 -0.34
F -4.79 0.85 -1.63
F -4.34 -0.09 0.41
C -4.58 2.47 0.33
F -4.78 3.42 -0.73
F -3.39 2.97 0.99
C -5.73 2.51 1.43
F -5.36 3.63 2.28
F -5.70 1.43 2.38
C -7.20 2.92 0.96
F -7.29 4.23 0.39
F -7.97 3.03 2.18
S -8.12 1.77 -0.17
F -7.15 0.45 0.12
F -9.07 1.27 1.15
F -9.28 2.98 -0.40
F -7.31 2.24 -1.54
F -9.06 0.78 -1.14
H 2.23 -2.70 2.09
H 1.68 -1.08 1.41
H 1.68 -1.33 3.23
H -0.07 -3.47 1.72
H -1.95 -1.34 1.60
H -0.42 -0.32 1.49
H 0.37 -2.28 -0.36
H -1.39 -3.87 0.06
H -5.41 -4.25 0.03
H -3.87 -2.95 2.42
H -2.80 -3.86 -2.36
H -1.08 -4.47 -2.14
H 0.05 1.12 0.01
H 1.36 0.04 -0.71
H 0.14 1.38 -3.12
H 0.17 2.64 -1.78
H 2.77 1.00 -2.69
H 2.26 2.70 -3.29
H 5.05 2.82 -2.39
H 6.45 3.94 -0.39
H 5.36 4.41 2.02
H 2.72 3.82 2.39
H 1.28 2.78 0.44
H -1.99 0.55 -2.74
H -2.92 -0.77 -1.89
H -2.27 2.18 -1.13
H -2.05 0.94 0.32
C -6.38 0.91 6.01
C -5.62 1.10 7.31
O -5.14 -0.14 7.83
S -3.88 -0.85 7.10
C -3.56 -2.08 8.33
O -2.78 0.08 7.09
O -4.33 -1.51 5.91
H -5.73 0.55 5.22
H -6.83 1.85 5.69
H -7.17 0.17 6.14
H -4.79 1.80 7.18
H -6.29 1.52 8.06
H -3.25 -1.59 9.25
H -2.77 -2.73 7.96
H -4.47 -2.66 8.49
C -0.43 1.95 8.85
C 0.34 2.15 10.14
O 0.82 0.91 10.67
S 2.09 0.20 9.94
C 2.41 -1.02 11.18
O 3.18 1.14 9.92
O 1.63 -0.46 8.75
H 0.23 1.59 8.05
H -0.88 2.89 8.52
H -1.22 1.20 8.98
H 1.16 2.85 10.01
H -0.33 2.56 10.90
H 2.72 -0.53 12.10
H 3.21 -1.66 10.81
H 1.50 -1.61 11.33
C 6.61 -0.67 -6.02
C 7.68 0.37 -6.31
O 7.11 1.62 -6.70
S 6.41 2.55 -5.57
C 6.23 4.01 -6.55
O 7.37 2.80 -4.52
O 5.10 2.03 -5.28
H 6.01 -0.39 -5.15
H 7.06 -1.64 -5.82
H 5.92 -0.76 -6.87
H 8.34 0.51 -5.44
H 8.30 0.03 -7.14
H 7.22 4.39 -6.80
H 5.69 4.74 -5.95
H 5.67 3.77 -7.44
C 4.24 -5.74 -10.06
C 5.31 -4.70 -10.35
O 4.73 -3.45 -10.75
S 4.03 -2.53 -9.62
C 3.84 -1.07 -10.60
O 4.99 -2.27 -8.57
O 2.72 -3.06 -9.33
H 3.64 -5.47 -9.19
H 4.70 -6.72 -9.86
H 3.56 -5.84 -10.91
H 5.97 -4.56 -9.49
H 5.93 -5.04 -11.18
H 4.83 -0.68 -10.85
H 3.29 -0.34 -10.00
H 3.28 -1.32 -11.50
*
```

Here are the Löwdin charges for atoms 1 to 6, given in e: C -0.1519; C -0.6678; Br 0.6834; C -0.1986; C -0.1497; C -0.2634

***

Formula: Cl3MnO4S
Source: the Open Molecules 2025 dataset
Level of theory: ωB97M-V/def2-TZVPD

Computed properties:
Kohn-Sham gap (alpha / beta) (Eh): 0.1984 / 0.1976

ORCA input file:
```
! RIJCOSX wB97M-V def2-TZVPD def2/J DEFGRID3
* xyz -3 6
Mn 0.49 1.40 0.06
S -0.58 -1.50 -0.65
O -0.26 -0.08 -0.82
O 0.56 -2.39 -0.56
O -1.15 -1.45 0.74
O -1.47 -2.10 -1.49
Cl 1.42 3.52 -0.72
Cl -1.19 2.08 1.95
Cl 2.18 0.51 1.48
*
```

Here are the natural (NBO) charges for atoms 1 to 6, given in e: Mn 1.4672; S 2.6402; O -1.1618; O -1.1096; O -1.1551; O -1.0892

***

Formula: C16H19BBaN6S
Source: the Open Molecules 2025 dataset
Level of theory: ωB97M-V/def2-TZVPD

Computed properties:
Kohn-Sham gap (alpha / beta) (Eh): 0.0903 / 0.0810

ORCA input file:
```
! RIJCOSX wB97M-V def2-TZVPD def2/J DEFGRID3
* xyz 2 1
C 3.29 0.27 -0.79
N 2.01 0.24 -1.20
N 2.04 0.11 -2.59
C 3.32 -0.03 -3.01
C 4.16 0.08 -1.89
B 0.74 0.23 -3.43
N -0.24 -0.94 -3.11
N -0.82 -1.06 -1.86
C -1.75 -2.04 -1.97
C -1.72 -2.59 -3.26
C -0.74 -1.87 -3.95
Ba -0.15 -0.07 0.60
N 0.04 1.56 -3.01
N -0.37 1.76 -1.71
C -0.94 2.97 -1.65
C -0.91 3.56 -2.93
C -0.28 2.63 -3.76
H -1.34 3.37 -0.72
H -0.04 2.64 -4.81
H -1.29 4.52 -3.21
H 1.00 0.26 -4.59
H -0.37 -1.94 -4.96
H 3.53 -0.18 -4.06
H -2.32 -3.39 -3.65
H 5.23 0.03 -1.89
H -2.41 -2.31 -1.14
H 3.56 0.44 0.25
H -2.50 -0.63 1.47
C -2.12 -1.46 2.07
H -2.77 -2.34 1.87
H -1.08 -1.77 1.85
H -2.21 -1.22 3.14
S 1.48 1.43 2.76
C 0.52 0.58 3.87
C 0.90 -0.72 4.32
C 0.16 -1.37 5.30
C -0.98 -0.76 5.85
C -1.40 0.49 5.38
C -0.67 1.16 4.40
H 1.79 -1.17 3.89
H 0.48 -2.35 5.65
H -1.53 -1.25 6.66
H -2.29 0.96 5.80
H -0.98 2.13 4.03
*
```

Here are the Löwdin charges for atoms 1 to 6, given in e: C -0.1203; N -0.0727; N -0.0095; C 0.0012; C 0.0213; B -0.4812

***

Formula: C16H17Cl2F5O2Ru
Source: the Open Molecules 2025 dataset
Level of theory: ωB97M-V/def2-TZVPD

Computed properties:
Kohn-Sham gap (alpha / beta) (Eh): 0.2205 / 0.2386

ORCA input file:
```
! RIJCOSX wB97M-V def2-TZVPD def2/J DEFGRID3
* xyz -2 5
C 1.37 1.03 -1.23
C 0.11 1.76 -1.14
C -0.91 0.92 -1.64
C -0.02 3.17 -0.75
C -0.33 -0.27 -2.14
C 1.08 -0.23 -1.89
C 2.10 -1.11 -2.51
C 2.73 1.62 -1.16
C -2.36 1.27 -1.68
C -1.02 -1.37 -2.86
Ru 0.95 -0.49 0.36
Cl -1.60 3.23 2.33
Cl 1.37 1.28 1.76
O 0.12 -2.19 -0.06
H 0.93 3.55 -0.38
H -0.76 3.29 0.07
H -0.33 3.78 -1.61
H -2.61 1.85 -0.78
H -2.96 0.35 -1.70
H -2.64 1.87 -2.55
H -1.96 -1.62 -2.37
H -0.37 -2.25 -2.87
H -1.25 -1.12 -3.91
H 1.74 -2.14 -2.49
H 3.04 -1.03 -1.96
H 2.30 -0.84 -3.56
H 2.79 2.30 -0.31
H 2.95 2.18 -2.08
H 3.47 0.83 -1.05
H -0.80 -2.17 0.27
O 2.78 -1.16 0.51
H 2.82 -2.13 0.64
F 1.69 -1.24 3.42
C 0.35 -1.23 3.33
C -0.30 -0.89 2.16
C -1.68 -0.86 2.16
F -2.36 -0.49 1.05
C -2.42 -1.23 3.29
F -3.77 -1.24 3.26
C -1.74 -1.59 4.44
F -2.42 -1.94 5.54
C -0.36 -1.58 4.48
F 0.31 -1.89 5.60
*
```

Here are the natural (NBO) charges for atoms 1 to 6, given in e: C -0.1419; C 0.0830; C -0.1199; C -0.6964; C 0.0148; C -0.0577

***

Formula: C4H6N2S
Source: the Open Molecules 2025 dataset
Level of theory: ωB97M-V/def2-TZVPD

Computed properties:
Kohn-Sham gap (Eh): 0.3101

ORCA input file:
```
! RIJCOSX wB97M-V def2-TZVPD def2/J DEFGRID3
* xyz 0 1
C -0.32 -1.16 -0.04
C -0.90 0.10 0.05
C 1.80 -0.21 -0.08
C -2.38 0.31 -0.08
N 1.06 -1.15 -0.04
N 2.99 0.31 0.04
S 0.09 1.47 0.06
H -0.78 -2.11 -0.22
H -2.67 0.03 0.99
H -2.73 1.46 -0.19
H -2.83 -0.51 -0.74
H 3.34 0.64 0.95
H 3.31 0.83 -0.69
*
```

Here are the natural (NBO) charges for atoms 1 to 6, given in e: C -0.1987; C -0.1378; C 0.5548; C -0.6668; N -0.3485; N -0.7956